No. 1
Density functional theory data (wB97M-V/def2-TZVPD) for a molecular structure, C42H46BF4NO7PbSSi2.

Values from the calculation:
Largest force on an atom ... 0.305 eV/A
Charge ... -2
E_HOMO ... -0.090 hartree
Frontier orbital gap ... 6.52 eV
Multiplicity ... 1
ΔE to the lowest compared entry with this formula, charge and spin ... 0.0 kcal/mol
LUMO level ... 4.1 eV

Cartesian coordinates (Å):
1 Pb 0.2905 -0.5732 -0.7368
2 O 0.9150 5.9490 -1.5125
3 C 0.6158 4.7802 -1.4064
4 C 0.4387 4.0009 -0.1188
5 O 0.3245 4.4705 1.0041
6 C 0.4345 2.5909 -0.5104
7 C 0.4159 2.4701 -1.9219
8 O 0.3831 1.3493 -2.5137
9 C 0.3732 3.8011 -2.5386
10 O 0.1711 4.0855 -3.7082
11 O 0.4067 1.5867 0.2866
12 C 2.9695 -1.5747 -2.8006
13 O 2.3050 -0.3915 -2.3777
14 H 3.5825 -1.3781 -3.6844
15 H 2.2603 -2.3770 -3.0200
16 H 3.6095 -1.8899 -1.9800
17 H 1.7192 -0.0326 -3.0625
18 C 0.2680 -4.0129 -1.1716
19 Si 1.2880 -3.6808 0.3725
20 C 0.1578 -3.8851 1.8492
21 C 2.5026 -5.1256 0.4422
22 N 1.9499 -2.1021 0.2941
23 C 3.1428 -1.6207 0.7619
24 C 4.0939 -2.3921 1.4761
25 C 5.2977 -1.8593 1.9128
26 C 5.6333 -0.5336 1.6721
27 C 4.7152 0.2512 0.9803
28 C 3.5120 -0.2698 0.5418
29 H -0.4409 -4.8226 -0.9759
30 H 0.9190 -4.3174 -1.9978
31 H -0.3428 -3.1771 -1.5237
32 H -0.1209 -4.9346 1.9911
33 H -0.7712 -3.3142 1.7444
34 H 0.6622 -3.5423 2.7596
35 H 1.9483 -6.0330 0.1798
36 H 2.9228 -5.2706 1.4408
37 H 3.3307 -5.0166 -0.2643
38 H 3.8711 -3.4264 1.6965
39 H 5.9843 -2.4981 2.4597
40 H 6.5719 -0.1207 2.0197
41 H 4.9322 1.2957 0.7857
42 H 2.8303 0.3884 0.0151
43 C 1.6785 1.9309 3.3301
44 Si 0.3733 0.8686 4.0966
45 C 1.1163 -0.0670 5.5498
46 C -1.0619 1.9375 4.6622
47 C -1.4431 3.0194 3.8583
48 C -2.5745 3.7682 4.1568
49 C -3.3490 3.4496 5.2646
50 C -2.9858 2.3817 6.0752
51 C -1.8528 1.6360 5.7739
52 H 2.2078 2.4898 4.1072
53 H 1.2514 2.6328 2.6119
54 H 2.4016 1.3090 2.7960
55 H 0.3880 -0.2762 6.3367
56 H 1.9384 0.5028 5.9906
57 H 1.5197 -1.0245 5.2099
58 H -0.8537 3.2881 2.9865
59 H -2.8497 4.5982 3.5171
60 H -4.2375 4.0279 5.4922
61 H -3.5925 2.1196 6.9347
62 H -1.6047 0.7879 6.4040
63 F -3.2065 -2.9077 0.7852
64 B -3.3348 -2.3161 -0.4734
65 F -2.9953 -3.2372 -1.4806
66 F -4.6273 -1.8201 -0.6758
67 F -2.4103 -1.2094 -0.5539
68 O -0.7985 -1.1644 -3.2434
69 S -1.7904 -0.0377 -3.3798
70 C -3.3450 -0.8177 -3.8006
71 C -3.3749 -2.1601 -4.1259
72 C -4.5974 -2.7541 -4.4017
73 C -5.7667 -2.0096 -4.3395
74 C -5.7235 -0.6670 -3.9850
75 C -4.5075 -0.0687 -3.6984
76 C -1.4421 0.6814 -4.9844
77 C -1.8750 1.9650 -5.2683
78 C -1.5661 2.5247 -6.4980
79 C -0.8216 1.8047 -7.4225
80 C -0.3737 0.5262 -7.1139
81 C -0.6757 -0.0399 -5.8833
82 H -2.4552 -2.7298 -4.1113
83 H -4.6380 -3.8110 -4.6328
84 H -6.7205 -2.4856 -4.5312
85 H -6.6393 -0.0965 -3.8968
86 H -4.4636 0.9658 -3.3777
87 H -2.4097 2.5413 -4.5231
88 H -1.8734 3.5393 -6.7157
89 H -0.5639 2.2531 -8.3741
90 H 0.2245 -0.0272 -7.8276
91 H -0.3229 -1.0244 -5.6025
92 C -0.3684 -0.4216 2.9291
93 C -1.6418 -0.9782 3.5043
94 C -2.8836 -0.5301 3.0601
95 C -4.0561 -1.0001 3.6297
96 C -4.0117 -1.9278 4.6623
97 C -2.7816 -2.3927 5.1068
98 C -1.6091 -1.9221 4.5305
99 H -0.5768 0.0286 1.9555
100 H 0.3634 -1.2217 2.7772
101 H -2.9277 0.1790 2.2415
102 H -5.0085 -0.6544 3.2475
103 H -4.9290 -2.3049 5.0985
104 H -2.7324 -3.1335 5.8971
105 H -0.6518 -2.2998 4.8735

=====

No. 2
Density functional theory data (wB97M-V/def2-TZVPD) for a molecular structure, C42H46BrCrN8O3S in a non-equilibrium geometry.

Values from the calculation:
Largest force on an atom ... 1.365 eV/A
Charge ... +1
E_HOMO (alpha / beta) ... -0.360 / -0.360 hartree
Frontier orbital gap (alpha / beta) ... 6.03 / 6.03 eV
Multiplicity ... 1
ΔE to the lowest compared entry with this formula, charge and spin ... 38.3 kcal/mol
LUMO level (alpha / beta) ... -3.8 / -3.8 eV

Cartesian coordinates (Å):
1 Cr 0.4462 -0.5485 -0.1728
2 C 0.3235 -3.7200 -0.7704
3 O -0.1505 -2.6805 0.1115
4 C -1.3226 -2.9112 0.7775
5 C -1.9016 -4.1546 0.9287
6 C -3.0476 -4.2630 1.7102
7 Br -3.8227 -5.9637 1.9407
8 C -3.6217 -3.1658 2.3148
9 C -3.0581 -1.9047 2.1168
10 C -1.9136 -1.8011 1.3538
11 O -1.2777 -0.5806 1.1296
12 C -3.6811 -0.7242 2.7466
13 N -4.3078 -0.7497 3.8813
14 C -4.7529 0.5564 4.0785
15 C -5.4920 1.0918 5.1331
16 C -5.8229 2.4297 5.0702
17 C -5.4316 3.2322 3.9835
18 C -4.6943 2.7191 2.9354
19 C -4.3635 1.3695 3.0153
20 N -3.6462 0.5325 2.1725
21 H 0.5837 -4.6013 -0.1855
22 H 1.1979 -3.3246 -1.2735
23 H -0.4357 -3.9431 -1.5149
24 H -1.4777 -5.0342 0.4690
25 H -4.5050 -3.2506 2.9312
26 H -1.3538 -0.0159 1.9133
27 H -5.7920 0.4671 5.9645
28 H -6.3989 2.8759 5.8701
29 H -5.7163 4.2764 3.9692
30 H -4.3920 3.3402 2.1015
31 H -3.4055 0.7353 1.2171
32 O -1.0008 -1.0344 -1.6130
33 N -1.7038 -1.0445 -2.7420
34 C -2.9262 -0.4422 -2.6703
35 C -3.7865 -0.4082 -3.7204
36 C -3.3861 -1.0270 -4.9144
37 C -2.1723 -1.6501 -4.9650
38 C -1.2758 -1.7051 -3.8619
39 S 0.1820 -2.5777 -3.9446
40 H -3.1440 -0.0117 -1.7074
41 H -4.7443 0.0809 -3.6109
42 H -4.0367 -1.0290 -5.7794
43 H -1.8413 -2.1592 -5.8579
44 C 4.5124 1.7150 -4.2423
45 C 3.3710 1.1874 -5.1096
46 C 2.1107 2.0350 -4.9345
47 C 3.1049 -0.2954 -4.8533
48 N 2.7868 -0.5720 -3.4508
49 C 1.6375 -0.4334 -2.8246
50 N 1.8147 -0.8372 -1.5868
51 N 3.0996 -1.2594 -1.4796
52 N 3.6858 -1.1185 -2.6023
53 H 4.7457 2.7476 -4.5072
54 H 5.4213 1.1209 -4.3588
55 H 4.2326 1.7008 -3.1840
56 H 3.6808 1.2395 -6.1565
57 H 1.8308 2.1149 -3.8770
58 H 1.2636 1.6258 -5.4920
59 H 2.2845 3.0520 -5.2894
60 H 3.9802 -0.8958 -5.0894
61 H 2.2617 -0.6619 -5.4391
62 H 0.7739 0.0769 -3.2081
63 C -1.6457 2.3463 -1.5894
64 C -0.2850 2.9779 -1.4711
65 C -0.0437 4.2370 -1.9964
66 C 1.2165 4.8099 -1.9130
67 C 2.2608 4.1312 -1.2998
68 C 2.0698 2.8737 -0.7525
69 C 3.2114 2.1558 -0.0806
70 C 0.7837 2.3089 -0.8462
71 N 0.5651 1.0302 -0.3594
72 H -2.4262 3.0878 -1.4129
73 H -1.7686 1.5175 -0.8955
74 H -1.7980 1.9487 -2.5966
75 H -0.8542 4.7716 -2.4776
76 H 1.3887 5.7932 -2.3325
77 H 3.2445 4.5824 -1.2467
78 H 4.1638 2.4865 -0.4936
79 H 3.1449 1.0759 -0.2036
80 H 3.2253 2.3778 0.9903
81 C 3.7475 -1.6307 1.8462
82 C 2.2506 -1.5957 2.2842
83 C 1.7504 -3.0420 2.2862
84 C 1.5982 -0.6392 1.3362
85 C 2.1196 -0.9454 3.6782
86 C 2.8167 0.2225 3.9943
87 C 2.6873 0.8178 5.2389
88 C 1.8439 0.2633 6.1945
89 C 1.1304 -0.8832 5.8867
90 C 1.2652 -1.4810 4.6377
91 H 3.8531 -2.0834 0.8645
92 H 4.2687 -2.2333 2.5924
93 H 4.2100 -0.6446 1.8141
94 H 2.0321 -3.5372 1.3581
95 H 0.6719 -3.1179 2.4096
96 H 2.2238 -3.5811 3.1073
97 H 1.9112 0.3566 1.6514
98 H 3.4781 0.6816 3.2675
99 H 3.2521 1.7138 5.4650
100 H 1.7466 0.7233 7.1697
101 H 0.4640 -1.3221 6.6178
102 H 0.6966 -2.3773 4.4299

=====

No. 3
Density functional theory data (wB97M-V/def2-TZVPD) for a molecular structure, C42H46FIrN8O5Te in a non-equilibrium geometry.

Values from the calculation:
Largest force on an atom ... 2.295 eV/A
Charge ... +3
E_HOMO (alpha / beta) ... -0.521 / -0.519 hartree
Frontier orbital gap (alpha / beta) ... 7.17 / 5.36 eV
Multiplicity ... 2
ΔE to the lowest compared entry with this formula, charge and spin ... 39.7 kcal/mol
LUMO level (alpha / beta) ... -7.0 / -8.8 eV

Cartesian coordinates (Å):
1 Ir -1.5793 0.9217 1.1986
2 F 3.4429 -3.2162 -0.5371
3 C 2.9529 -2.9780 0.6924
4 C 2.1521 -1.9075 0.8986
5 C 1.6986 -1.6189 2.1978
6 C 0.7467 -0.5619 2.4134
7 O 0.4075 0.2084 1.4467
8 C 0.2380 -0.4259 3.7125
9 C 0.7676 -1.1660 4.7357
10 N 1.7151 -2.0962 4.5530
11 C 2.2178 -2.8369 5.7058
12 C 2.6189 -2.0635 6.9205
13 C 3.6671 -2.7100 6.0672
14 C 2.1436 -2.4062 3.2672
15 C 2.9646 -3.5219 3.0231
16 C 3.3386 -3.8511 1.7365
17 N 4.0749 -4.9899 1.4249
18 C 3.7401 -5.8444 0.2962
19 C 4.9636 -6.0711 -0.5691
20 N 6.0388 -6.6830 0.3015
21 C 6.3448 -5.8142 1.4979
22 C 5.0714 -5.5659 2.2971
23 C -0.9293 0.4657 3.9181
24 O -1.0485 1.2360 4.8315
25 O -1.8763 0.2734 2.9861
26 H 1.8702 -1.2609 0.0808
27 H 0.4252 -1.0256 5.7527
28 H 1.7257 -3.7909 5.8468
29 H 2.3991 -2.4922 7.8873
30 H 2.5445 -0.9848 6.8847
31 H 4.1647 -3.5931 6.4438
32 H 4.2831 -2.0590 5.4605
33 H 3.2710 -4.1477 3.8496
34 H 2.9430 -5.4212 -0.3085
35 H 3.3827 -6.8131 0.6760
36 H 5.3438 -5.1306 -0.9605
37 H 4.7511 -6.7469 -1.3949
38 H 6.8916 -6.8371 -0.2385
39 H 5.7199 -7.6018 0.6189
40 H 6.7291 -4.8722 1.1129
41 H 7.1135 -6.3013 2.0943
42 H 5.3183 -4.8764 3.1022
43 H 4.7182 -6.5033 2.7477
44 N -2.3547 2.8079 2.1623
45 C -3.3357 3.4222 1.2601
46 C -3.8022 4.8343 1.6372
47 C -2.7646 5.9596 1.8105
48 C -2.6170 6.8563 0.5815
49 N -2.0468 6.1998 -0.5962
50 C -0.7626 6.0035 -0.8319
51 N -0.4051 5.2054 -1.8426
52 N 0.1808 6.5991 -0.0946
53 C -2.8007 3.2320 -0.1554
54 O -3.3770 3.7357 -1.1221
55 O -1.7468 2.4806 -0.2923
56 H -2.7377 2.5998 3.0827
57 H -1.5426 3.4030 2.2960
58 H -4.2360 2.8004 1.2910
59 H -4.3436 4.7156 2.5767
60 H -4.5361 5.1423 0.8887
61 H -1.7868 5.5703 2.1157
62 H -3.1020 6.6132 2.6147
63 H -2.0233 7.7368 0.8262
64 H -3.5991 7.2152 0.2799
65 H -2.6983 5.6688 -1.1631
66 H -1.0923 4.5861 -2.2456
67 H 0.5626 4.9822 -1.9973
68 H -0.0631 7.3507 0.5275
69 H 1.1440 6.5573 -0.3831
70 Te -3.1833 1.3905 -2.7044
71 C -3.5846 2.9047 -4.0839
72 C -2.5905 3.5195 -4.8399
73 C -2.9406 4.5273 -5.7273
74 C -4.2695 4.9166 -5.8503
75 C -5.2510 4.3119 -5.0786
76 C -4.9113 3.3113 -4.1773
77 C -2.2887 0.0252 -4.0115
78 C -1.1922 0.3292 -4.8150
79 C -0.6801 -0.6423 -5.6594
80 C -1.2484 -1.9119 -5.6909
81 C -2.3242 -2.2176 -4.8703
82 C -2.8440 -1.2531 -4.0175
83 H -1.5518 3.2308 -4.7474
84 H -2.1761 5.0051 -6.3257
85 H -4.5391 5.6993 -6.5474
86 H -6.2849 4.6143 -5.1776
87 H -5.6806 2.8498 -3.5695
88 H -0.7312 1.3062 -4.7914
89 H 0.1606 -0.4065 -6.2986
90 H -0.8480 -2.6653 -6.3562
91 H -2.7680 -3.2042 -4.8984
92 H -3.6922 -1.4953 -3.3865
93 N 1.0639 -4.6198 -2.2580
94 C 0.4260 -3.7023 -1.9866
95 C -0.3185 -2.5425 -1.5446
96 C 0.1484 -1.2582 -1.8193
97 C -0.4810 -0.1672 -1.2431
98 C -1.5711 -0.3289 -0.3675
99 C -2.0692 -1.6195 -0.1848
100 C -1.4534 -2.7177 -0.7631
101 H 1.0080 -1.1221 -2.4652
102 H -0.1118 0.8279 -1.4677
103 H -2.9513 -1.7804 0.4257
104 H -1.8502 -3.7113 -0.5991

=====

No. 4
Density functional theory data (wB97M-V/def2-TZVPD) for a molecular structure, C42H46GeMnN5O2S2 in a non-equilibrium geometry.

Values from the calculation:
Largest force on an atom ... 2.132 eV/A
Charge ... -1
E_HOMO (alpha / beta) ... -0.146 / -0.161 hartree
Frontier orbital gap (alpha / beta) ... 5.95 / 6.35 eV
Multiplicity ... 6
ΔE to the lowest compared entry with this formula, charge and spin ... 4.8 kcal/mol
LUMO level (alpha / beta) ... 2.0 / 2.0 eV

Cartesian coordinates (Å):
1 Mn 0.1396 0.3794 -0.9627
2 C 4.0673 2.6872 4.3685
3 C 3.4374 2.9299 3.0203
4 C 2.9377 4.1825 2.6764
5 C 2.4000 4.4123 1.4152
6 C 2.3502 3.3762 0.5001
7 C 2.8147 2.1121 0.8352
8 C 3.3622 1.8962 2.0868
9 S 1.8103 3.6725 -1.1820
10 O 1.5344 5.0919 -1.2606
11 O 2.8769 3.1900 -2.0180
12 N 0.5435 2.6922 -1.3530
13 C -0.7545 3.0823 -1.1087
14 C -1.2470 4.3900 -0.8706
15 C -2.5844 4.5722 -0.6126
16 C -3.4438 3.4796 -0.5881
17 C -2.8978 2.2408 -0.8375
18 N -1.6071 2.0323 -1.0981
19 H 4.2002 3.6212 4.9134
20 H 5.0394 2.2057 4.2553
21 H 3.4442 2.0221 4.9721
22 H 2.9908 4.9919 3.3965
23 H 2.0295 5.3859 1.1215
24 H 2.7695 1.3257 0.0930
25 H 3.7544 0.9163 2.3374
26 H -0.5697 5.2211 -0.9062
27 H -2.9705 5.5692 -0.4334
28 H -4.5034 3.5762 -0.3953
29 H -3.5301 1.3666 -0.8362
30 C 1.5567 -2.2394 -1.6203
31 H 2.5183 -2.7323 -1.7997
32 H 0.9022 -2.4856 -2.4618
33 H 1.1129 -2.6839 -0.7167
34 C 1.4836 1.2866 4.8799
35 N 1.0614 1.1516 3.5010
36 C 0.2795 0.2298 2.9189
37 S -0.1349 0.4616 1.3004
38 N -0.1638 -0.8703 3.5591
39 C -0.4898 -0.9669 4.9755
40 H 2.1296 2.1592 4.9382
41 H 2.0531 0.4177 5.2146
42 H 0.6425 1.4404 5.5580
43 H 1.3466 1.8707 2.8524
44 H -0.7888 -1.3936 2.9580
45 H 0.4071 -0.9570 5.5918
46 H -0.9978 -1.9148 5.1288
47 H -1.1588 -0.1679 5.3051
48 C 2.8285 0.5549 -3.7496
49 C 3.6719 0.2208 -2.5529
50 C 5.0288 0.5151 -2.5292
51 C 5.8174 0.1846 -1.4368
52 C 5.2399 -0.4403 -0.3436
53 C 3.8866 -0.7588 -0.3364
54 C 3.2640 -1.4230 0.8621
55 C 3.0816 -0.4325 -1.4511
56 N 1.7225 -0.7928 -1.4937
57 H 3.4529 0.8145 -4.6062
58 H 2.1954 1.4106 -3.5142
59 H 2.1808 -0.2825 -4.0080
60 H 5.4824 0.9919 -3.3916
61 H 6.8780 0.4083 -1.4391
62 H 5.8489 -0.6915 0.5207
63 H 3.7930 -1.1549 1.7805
64 H 3.2830 -2.5129 0.7745
65 H 2.2189 -1.1208 0.9432
66 C -5.8887 0.3856 -3.3606
67 C -4.6520 0.4713 -3.9859
68 C -3.5348 -0.0978 -3.3932
69 C -3.6118 -0.7767 -2.1740
70 C -4.8712 -0.8807 -1.5823
71 C -5.9941 -0.2981 -2.1573
72 Ge -1.8822 -1.4362 -1.3704
73 C -1.8365 -3.1947 -2.3713
74 C -0.9758 -4.2191 -1.9639
75 C -0.8246 -5.3919 -2.6893
76 C -1.5603 -5.5861 -3.8501
77 C -2.4420 -4.5987 -4.2640
78 C -2.5657 -3.4197 -3.5402
79 C -2.6365 -2.0983 0.3994
80 C -2.6231 -3.4182 0.8506
81 C -3.0824 -3.7662 2.1177
82 C -3.5940 -2.7978 2.9698
83 C -3.6511 -1.4789 2.5323
84 C -3.1731 -1.1438 1.2734
85 H -6.7626 0.8430 -3.8090
86 H -4.5608 0.9947 -4.9311
87 H -2.5646 0.0077 -3.8713
88 H -4.9778 -1.4142 -0.6450
89 H -6.9562 -0.3722 -1.6620
90 H -0.4013 -4.0930 -1.0532
91 H -0.1198 -6.1472 -2.3597
92 H -1.4471 -6.4982 -4.4244
93 H -3.0358 -4.7514 -5.1586
94 H -3.2477 -2.6541 -3.8917
95 H -2.2525 -4.1991 0.1966
96 H -3.0528 -4.8019 2.4390
97 H -3.9607 -3.0675 3.9540
98 H -4.0673 -0.7115 3.1778
99 H -3.2211 -0.1073 0.9576